(1)
54
Properties=species:S:1:pos:R:3:forces:R:3 method="wB97M-V/def2-TZVPD" lumo_energy_ev="-6.37 / -9.00" homo_lumo_gap_ha="0.240 / 0.216" molar_mass_g_mol=495.7 e_above_lowest_ev=0.000 spin_multiplicity=5 homo_energy_ev="-12.9 / -14.9" s_squared=6.07 total_charge=+2
C -0.296869 3.113623 -3.575387 -0.3 -0.2 0.0
C 0.821955 2.946034 -2.756332 0.2 0.2 0.6
C 0.828563 2.111658 -1.624151 -0.7 0.2 -1.1
C -0.343823 1.335451 -1.405562 0.5 1.0 0.3
C -1.520942 1.614755 -2.138709 0.7 0.7 -1.0
C -1.470244 2.451151 -3.261451 -0.1 0.1 -0.1
C 2.168919 1.947465 -0.957583 0.7 0.3 -0.3
C 2.504757 2.033320 0.573108 1.0 -0.9 -0.1
N 1.707920 2.669531 1.573379 -1.7 -0.9 -0.4
Os -0.705933 -0.662552 -1.278727 1.9 0.5 0.0
C -2.818952 0.927676 -1.850169 -0.5 -1.2 0.8
P -2.575970 -0.073587 -0.286082 -2.3 0.5 -0.3
H 1.740788 3.470218 -3.028610 -0.3 -0.1 0.1
H -2.367051 2.515762 -3.884653 0.3 0.3 0.2
H -0.250694 3.757004 -4.451462 0.1 -0.2 0.2
H -3.127145 0.248225 -2.655766 -0.1 0.3 0.0
H -3.642599 1.611025 -1.607615 0.1 0.1 -0.4
H 2.580082 0.970989 -1.273188 -0.1 0.3 0.3
H 2.843679 2.689673 -1.413977 -0.4 -0.3 0.0
H 2.708810 1.007676 0.918587 0.0 0.5 0.1
C -3.934221 -1.283031 -0.220390 0.1 0.0 0.3
C -2.917262 1.271496 0.902610 0.4 -0.3 0.4
H 3.468504 2.582362 0.601594 -0.2 -0.3 0.1
C 0.929381 3.842742 1.301380 -0.3 0.7 -0.4
C 1.287815 1.856842 2.691738 0.0 -0.3 0.9
H -0.568980 -1.438267 -2.953810 1.3 0.6 -0.8
H 1.299683 4.693384 1.904257 -0.1 -0.3 -0.2
H 0.979926 4.093788 0.235239 0.1 0.0 0.3
H -0.130799 3.673644 1.578581 0.6 0.0 0.0
H 0.838700 2.478616 3.477243 0.2 -0.1 -0.3
H 0.531251 1.095122 2.381159 0.4 0.5 -0.2
H 2.143914 1.300637 3.099445 -0.2 0.2 -0.1
H -3.989756 1.520948 0.878252 0.3 -0.2 0.1
H -2.617261 0.947730 1.905734 -0.2 0.2 -0.1
H -2.337661 2.159342 0.618427 -0.1 -0.3 0.0
H -4.781293 -0.937612 -0.827662 0.1 -0.1 0.3
H -3.551269 -2.237643 -0.609975 -0.2 0.4 0.1
H -4.229414 -1.420032 0.829338 -0.1 0.0 -0.3
H -1.127915 -1.826168 -2.572641 -1.4 -1.2 0.6
C 1.395088 -4.713805 0.028395 -0.2 0.2 -0.6
C 1.251081 -3.783846 1.236734 0.2 0.2 0.7
C 0.389900 -4.405586 2.337270 -0.5 -0.1 0.3
C 2.614829 -3.417376 1.821212 0.5 0.2 0.1
C 0.583860 -2.548533 0.800334 -0.1 -0.2 -1.1
C 0.018026 -1.751583 0.009772 0.2 -0.7 0.7
H 1.845025 -5.674407 0.301695 -0.1 0.3 0.2
H 2.026102 -4.237775 -0.731527 -0.1 -0.2 0.1
H 0.412809 -4.902276 -0.420007 0.2 -0.1 0.1
H 0.777594 -5.380247 2.652141 0.1 0.2 -0.1
H 0.375587 -3.741623 3.208326 0.0 -0.2 -0.1
H -0.643273 -4.538544 2.001712 0.1 -0.1 0.0
H 3.221336 -2.864543 1.096278 0.0 -0.2 0.0
H 2.486897 -2.781239 2.704249 0.1 -0.2 -0.1
H 3.166542 -4.317614 2.117244 -0.2 0.2 -0.1

=====

(2)
62
Properties=species:S:1:pos:R:3:forces:R:3 method="wB97M-V/def2-TZVPD" lumo_energy_ev=-2.37 homo_lumo_gap_ha=0.334 molar_mass_g_mol=545.3 homo_energy_ev=-11.5 total_charge=+1
C -1.407160 -0.178633 5.341448 -0.4 -0.2 0.7
C -0.866822 -1.063477 4.089618 -0.2 1.0 0.0
Br -2.470418 -1.467950 2.919276 0.4 -0.3 1.2
C 0.186568 -0.164427 3.212520 -0.6 0.1 0.9
Br -0.239044 -0.132729 1.240538 1.0 0.3 0.8
C 1.734081 -0.492134 3.521443 -1.0 -0.6 -0.2
C 2.507239 0.829222 3.028053 1.2 0.3 0.7
C 4.096126 0.821134 3.352776 0.2 -0.2 -0.1
C 4.435216 0.797379 4.917589 -2.1 1.5 2.9
O 3.758249 1.439744 5.776808 3.2 -2.6 -4.0
O 5.543044 -0.038776 5.337966 -1.2 2.4 -1.3
O 1.688283 -0.729375 4.976919 0.8 -0.9 0.6
C 2.037049 -2.049122 5.480585 -0.2 -1.3 1.6
O 1.869451 -2.426677 6.664486 0.6 2.3 -5.4
C 2.612221 -2.904323 4.218016 -1.4 2.1 0.7
C 2.385407 -1.864410 3.007044 2.7 -1.6 0.2
O 1.689665 -2.677322 1.993598 3.1 -1.4 -2.4
C 2.738740 -3.425466 1.362884 0.9 -2.0 -0.2
N 3.614631 -4.157639 0.941751 -4.7 4.1 2.1
H -0.779366 0.757497 5.542147 -0.6 -1.5 -0.5
H -1.403576 -0.782674 6.331192 0.1 0.9 -1.8
H -2.496661 0.181459 5.175575 1.9 -0.7 0.1
H -0.458716 -2.084697 4.395209 -0.6 1.6 -0.5
H 0.009090 0.927666 3.560489 0.4 -1.9 -0.8
H 2.365261 0.960192 1.885145 0.2 -0.5 2.0
H 2.077191 1.785337 3.523871 0.5 -1.8 -0.6
H 4.659911 -0.041983 2.826091 -1.0 1.5 0.9
H 4.523746 1.809726 2.931921 -0.6 -1.6 0.8
H 6.184389 0.602198 5.729369 -0.6 -0.8 0.1
H 1.912509 -3.792318 3.968760 1.5 1.2 0.9
H 3.719873 -3.126155 4.389169 -1.8 0.0 -0.2
H 3.449997 -1.786071 2.549535 -1.9 1.0 0.9
C -3.005134 -0.757187 -2.564849 -0.3 0.1 0.0
C -2.219946 -0.560688 -3.852606 0.0 -0.1 0.1
N -2.770842 0.537347 -4.774700 -0.5 0.0 -0.3
C -4.194203 0.140120 -5.185167 0.5 0.3 0.2
C -1.979280 0.562310 -6.093614 0.1 -0.1 0.2
C -0.521926 0.973005 -6.003123 0.2 0.3 -0.1
C -2.889414 1.926010 -4.102808 0.3 -0.5 0.1
C -1.635567 2.500073 -3.441228 0.1 -0.2 0.3
O -1.177172 1.666065 -2.386310 -0.2 0.3 -0.4
C 0.227802 1.739148 -2.167217 0.1 -0.3 0.1
H -4.022150 -1.107597 -2.752562 0.1 -0.1 0.0
H -2.512655 -1.523600 -1.960486 0.0 0.1 -0.1
H -3.061539 0.145157 -1.956816 0.2 -0.1 -0.1
H -2.238744 -1.489584 -4.431189 -0.1 0.2 -0.2
H -1.176933 -0.338417 -3.641033 -0.2 0.2 0.0
H -4.162078 -0.860319 -5.621126 0.0 0.2 0.1
H -4.554308 0.863906 -5.919489 0.1 -0.1 0.1
H -4.841378 0.159679 -4.308298 0.1 0.0 -0.1
H -2.508272 1.236896 -6.773947 -0.1 -0.1 0.2
H -2.042092 -0.450574 -6.503686 -0.2 0.1 0.2
H -0.418255 2.058964 -6.009998 0.1 -0.1 0.1
H 0.006093 0.624076 -6.895214 -0.2 -0.1 0.1
H 0.000523 0.563280 -5.138799 0.0 0.0 -0.1
H -3.675340 1.827361 -3.349034 0.1 -0.1 -0.2
H -3.244974 2.609999 -4.878251 0.1 -0.1 0.0
H -1.897411 3.465610 -2.997881 -0.3 0.1 -0.3
H -0.845458 2.696748 -4.164914 0.0 -0.1 0.0
H 0.674516 2.649769 -2.571806 -0.1 0.0 0.0
H 0.695726 0.864675 -2.633449 0.2 0.1 0.0
H 0.412553 1.695217 -1.094039 -0.1 0.0 -0.1

=====

(3)
62
Properties=species:S:1:pos:R:3:forces:R:3 method="wB97M-V/def2-TZVPD" lumo_energy_ev="2.41 / 2.41" homo_lumo_gap_ha="0.206 / 0.210" molar_mass_g_mol=520.0 spin_multiplicity=2 homo_energy_ev="-3.2 / -3.3" s_squared=0.92 total_charge=-1
O 3.233596 1.860362 -0.039538 -0.6 0.9 -0.9
C 2.616630 2.131859 -1.055923 -0.9 -1.5 -0.3
C 1.793745 3.335929 -1.369387 -0.2 0.4 0.7
C 1.059880 3.930288 -0.323969 0.6 0.2 -0.3
H 0.829966 3.361391 0.575390 0.2 0.1 -0.1
C 0.667277 5.254529 -0.466679 -0.2 0.1 0.1
H 0.184912 5.766336 0.368536 0.1 -0.2 -0.3
C 0.923080 5.938222 -1.653354 0.3 0.0 -0.2
H 0.801648 7.015264 -1.714290 -0.4 -0.1 0.0
C 1.405273 5.254932 -2.771034 -0.1 -0.2 -0.2
H 1.497034 5.734002 -3.746979 -0.1 0.0 0.3
C 1.799928 3.927595 -2.651264 0.3 -0.4 1.1
H 2.167168 3.340294 -3.488154 0.1 0.3 0.0
H 2.516789 1.350796 -1.856942 0.5 0.3 0.1
C -0.352637 -0.645032 -3.322488 0.0 -0.3 0.3
C -1.483809 0.046565 -2.627920 0.5 1.7 -2.4
H -0.316621 -0.298570 -4.371529 0.1 -0.5 0.3
H -0.512950 -1.721060 -3.221754 0.4 -0.1 -0.4
H 0.624882 -0.390346 -2.849389 -0.3 -0.2 -0.2
C -1.951502 1.284785 -2.913345 0.2 -0.1 -0.1
C -3.170287 1.674252 -3.702641 -0.2 0.2 0.2
H -1.410391 2.145364 -2.505226 -0.2 0.0 0.3
H -3.016809 2.620101 -4.248927 0.1 -0.2 0.2
H -3.956321 1.883782 -2.962789 -0.2 -0.1 -0.3
H -3.522100 0.931728 -4.429889 0.1 -0.1 0.4
Cu -1.282096 -0.456551 -0.823394 -0.2 0.2 1.0
Cl -1.245031 1.410840 0.386984 0.4 1.0 0.6
Cl -3.130948 -1.635542 -0.881930 -0.9 -0.9 0.0
C -2.293768 -1.306185 2.169545 0.7 0.2 -0.8
O -1.207066 -1.862522 1.997437 -1.1 0.2 0.8
N -3.391268 -1.876700 2.718551 -0.1 -0.4 0.4
C -3.323743 -3.197461 3.315094 -0.2 0.1 -0.2
C -4.704368 -1.264738 2.619599 0.4 0.0 0.0
H -2.458131 -0.254688 1.846984 0.1 -0.5 0.1
H -2.296289 -3.564226 3.253096 -0.2 0.1 0.0
H -4.003202 -3.890704 2.797574 0.2 0.1 0.0
H -3.642958 -3.146015 4.366040 0.1 0.0 -0.1
H -4.589866 -0.286920 2.139945 -0.1 -0.2 0.1
H -5.143749 -1.143392 3.619904 0.0 0.1 -0.1
H -5.385072 -1.885818 2.016522 0.2 0.2 0.0
H 1.552922 -4.865314 -0.278495 -0.2 0.2 -0.1
H 3.922351 -3.837353 0.025266 0.0 0.2 -0.1
C 1.377391 -4.062143 -1.008900 0.3 0.1 0.1
C 3.616987 -3.037350 -0.665268 -0.3 0.1 -0.1
N 2.171907 -2.889936 -0.637107 0.6 -0.6 -0.3
H 0.314361 -3.803540 -1.042073 0.3 0.0 0.1
C 1.592979 -1.719719 -0.349552 -2.5 0.6 0.3
O 0.355305 -1.609260 -0.266326 2.5 -0.2 -0.4
H 4.072725 -2.081955 -0.364425 0.0 -0.4 -0.1
H 2.282716 -0.859977 -0.181342 -0.3 -0.4 0.0
H 1.712131 -4.426716 -1.991412 -0.1 0.1 0.2
H 3.946007 -3.299910 -1.682666 0.0 0.1 0.3
C 2.645778 0.665229 3.455743 -0.1 -0.3 0.5
S 1.064651 -0.077489 2.984935 -0.7 0.3 -0.9
C 1.489084 -1.813221 3.261308 0.1 0.0 0.4
O 0.037546 0.331975 3.990783 0.7 -0.2 0.1
H 3.432148 0.147834 2.898026 0.0 0.2 0.1
H 2.775835 0.558743 4.543339 0.1 0.1 -0.3
H 2.622534 1.718966 3.165115 -0.1 -0.2 0.1
H 1.463406 -1.981280 4.347520 0.1 -0.1 -0.2
H 0.732866 -2.418935 2.747145 0.1 0.3 0.2
H 2.487560 -2.011384 2.855946 -0.1 0.0 0.1

=====

no.,E_tot (eV)
1,-33445.63675
2,-175576.52187
3,-111926.98062